# 1
Formula: C38H64IN6O7S
Source: the Open Molecules 2025 dataset
Level of theory: ωB97M-V/def2-TZVPD

Structure (ORCA input):
```
! RIJCOSX wB97M-V def2-TZVPD def2/J DEFGRID3
* xyz 1 1
C 2.248 4.730 2.884
C 3.012 5.014 1.523
C 2.028 5.629 0.454
C 1.860 4.722 -0.814
C 1.233 3.285 -0.475
C 0.151 3.002 -1.565
C -0.414 1.539 -1.725
C -0.059 0.473 -0.616
C 1.400 -0.004 -0.959
C 1.628 -1.561 -1.058
C 3.006 -1.879 -0.327
C 1.867 -1.933 -2.584
N -1.131 -0.569 -0.834
N -1.430 -0.961 -2.109
C -2.818 -0.752 -2.571
C -3.796 -0.010 -1.600
C -4.700 -0.941 -0.705
C -5.571 -1.983 -1.513
C -1.411 -1.301 0.302
N -1.807 -2.527 0.564
C -2.072 -3.455 -0.556
C -2.631 -4.858 -0.094
C -1.771 -5.554 1.026
C -0.220 -5.380 0.866
S 0.428 -5.912 -0.761
O 1.032 -4.752 -1.462
O -0.566 -6.580 -1.622
O 1.660 -6.984 -0.455
N -1.116 -0.446 1.397
C -0.443 0.803 0.879
I 1.132 1.091 2.353
C -1.459 2.004 1.151
C -2.693 1.667 2.059
C -3.624 2.968 2.002
C -2.321 1.504 3.601
H 2.528 5.472 3.672
H 1.140 4.785 2.764
H 2.494 3.722 3.298
H 3.830 5.731 1.763
H 3.490 4.069 1.173
H 2.479 6.593 0.098
H 1.046 5.880 0.915
H 1.202 5.211 -1.572
H 2.854 4.581 -1.318
H 2.098 2.590 -0.450
H 0.737 3.429 0.516
H 0.569 3.338 -2.551
H -0.711 3.693 -1.361
H -1.535 1.631 -1.729
H -0.167 1.196 -2.760
H 1.660 0.422 -1.962
H 2.189 0.408 -0.276
H 0.872 -2.205 -0.552
H 2.998 -1.494 0.729
H 3.177 -2.980 -0.304
H 3.865 -1.413 -0.866
H 1.677 -3.004 -2.814
H 1.213 -1.274 -3.201
H 2.931 -1.671 -2.821
H -1.038 -1.858 -2.373
H -3.252 -1.757 -2.828
H -2.811 -0.185 -3.542
H -3.329 0.741 -0.922
H -4.510 0.568 -2.245
H -5.420 -0.258 -0.179
H -4.152 -1.484 0.100
H -6.562 -2.049 -0.993
H -5.105 -2.990 -1.385
H -5.762 -1.708 -2.572
H -1.937 -2.868 1.509
H -2.892 -3.003 -1.174
H -1.180 -3.624 -1.214
H -3.695 -4.757 0.246
H -2.678 -5.480 -1.022
H -2.110 -5.149 2.015
H -2.070 -6.633 1.033
H 0.261 -6.020 1.648
H 0.024 -4.305 1.025
H 2.460 -6.425 -0.431
H -0.511 -0.902 2.082
H -0.880 2.793 1.697
H -1.848 2.500 0.229
H -3.338 0.838 1.688
H -2.993 3.882 2.103
H -4.078 2.966 0.976
H -4.418 2.891 2.773
H -1.409 2.101 3.850
H -2.204 0.431 3.876
H -3.162 1.929 4.194
C -0.846 9.859 6.008
C -1.297 9.845 4.693
C -0.432 9.494 3.665
C 0.880 9.155 3.969
C 1.343 9.173 5.279
C 0.472 9.528 6.300
N 1.788 8.761 2.892
O 1.359 8.772 1.756
O 2.920 8.439 3.194
H -1.525 10.128 6.809
H -2.324 10.105 4.470
H -0.792 9.486 2.645
H 2.366 8.914 5.515
H 0.820 9.543 7.325
C 2.595 -8.081 -2.996
C 2.118 -8.129 -4.302
C 2.967 -8.492 -5.339
C 4.289 -8.808 -5.056
C 4.777 -8.757 -3.757
C 3.923 -8.391 -2.725
N 5.180 -9.214 -6.143
O 4.727 -9.230 -7.268
O 6.321 -9.515 -5.856
H 1.927 -7.802 -2.184
H 1.084 -7.886 -4.509
H 2.588 -8.526 -6.352
H 5.809 -8.999 -3.536
H 4.293 -8.351 -1.707
*
```

Summary:
E_LUMO	-2.67	eV
HOMO level	-11.48	eV
E_tot	-3036.9061	Ha

# 2
Formula: C38H65F7N8O3S
Source: the Open Molecules 2025 dataset
Level of theory: ωB97M-V/def2-TZVPD

Structure (ORCA input):
```
! RIJCOSX wB97M-V def2-TZVPD def2/J DEFGRID3
* xyz 0 1
C 0.864 -4.118 2.886
C 1.255 -4.593 1.358
C 1.413 -6.253 1.388
C 2.642 -3.910 0.780
C 2.379 -2.514 -0.071
O 3.488 -1.569 0.130
C 3.048 -0.338 0.823
C 2.610 -0.564 2.393
N 1.105 -0.231 2.471
S 3.485 0.540 3.624
O 2.351 1.164 4.528
O 4.126 1.789 2.901
C 4.655 -0.324 4.796
F 3.864 -0.772 5.997
F 5.625 0.721 5.291
C 5.423 -1.639 4.202
F 6.368 -2.091 5.291
F 4.520 -2.828 3.982
C 6.357 -1.378 2.883
F 7.751 -1.868 3.198
F 6.511 0.040 2.486
F 5.887 -2.273 1.768
H 0.632 -5.114 3.494
H 1.785 -3.552 3.366
H -0.092 -3.428 2.812
H 0.344 -4.340 0.650
H 1.336 -6.732 0.320
H 0.554 -6.759 2.044
H 2.433 -6.518 1.918
H 3.146 -4.665 0.012
H 3.416 -3.688 1.658
H 1.340 -2.081 0.250
H 2.272 -2.817 -1.217
H 2.132 0.079 0.190
H 3.920 0.448 0.673
H 2.681 -1.713 2.603
H 0.545 -0.904 1.904
H 0.984 0.760 2.165
C -1.450 1.044 -3.572
C -0.515 1.693 -2.559
C 0.361 0.685 -1.817
C -0.425 -0.220 -0.967
N -1.044 -0.939 -0.299
H -2.169 0.379 -3.086
H -2.017 1.813 -4.106
H -0.887 0.464 -4.310
H -1.109 2.277 -1.845
H 0.134 2.400 -3.088
H 1.075 1.233 -1.191
H 0.952 0.104 -2.535
C -5.060 4.522 0.716
C -4.747 3.037 0.840
C -3.427 2.642 0.178
C -3.457 2.823 -1.279
N -3.476 2.971 -2.430
H -5.191 4.819 -0.329
H -5.988 4.756 1.247
H -4.259 5.129 1.149
H -5.574 2.457 0.411
H -4.696 2.780 1.905
H -3.221 1.589 0.403
H -2.604 3.223 0.611
C -3.962 2.061 -7.284
C -3.010 1.440 -8.298
C -3.156 -0.078 -8.411
C -2.772 -0.769 -7.172
N -2.475 -1.317 -6.194
H -3.759 1.702 -6.271
H -3.848 3.150 -7.280
H -5.002 1.830 -7.531
H -1.978 1.701 -8.031
H -3.209 1.885 -9.280
H -2.520 -0.433 -9.230
H -4.188 -0.334 -8.677
C -8.876 2.111 2.688
C -9.072 3.620 2.761
C -9.890 4.179 1.597
C -9.204 4.025 0.307
N -8.667 3.900 -0.714
H -8.303 1.824 1.802
H -8.327 1.761 3.568
H -9.839 1.592 2.660
H -8.090 4.109 2.802
H -9.587 3.859 3.699
H -10.078 5.244 1.777
H -10.870 3.688 1.560
C 2.541 -0.657 9.189
C 3.371 0.414 9.884
C 3.906 -0.027 11.246
C 2.832 -0.257 12.221
N 1.984 -0.444 12.991
H 1.640 -0.899 9.759
H 2.225 -0.307 8.201
H 3.121 -1.576 9.053
H 2.767 1.324 9.991
H 4.221 0.669 9.239
H 4.577 0.750 11.630
H 4.509 -0.936 11.133
C -7.570 -0.118 -11.085
C -7.258 0.802 -12.258
C -5.764 1.073 -12.432
C -5.197 1.822 -11.302
N -4.746 2.408 -10.407
H -7.272 0.330 -10.133
H -8.645 -0.316 -11.038
H -7.053 -1.077 -11.192
H -7.802 1.747 -12.128
H -7.639 0.338 -13.176
H -5.615 1.650 -13.352
H -5.226 0.127 -12.561
C 12.139 -0.822 2.256
C 10.875 -1.662 2.135
C 11.103 -3.143 2.439
C 11.988 -3.785 1.458
N 12.691 -4.293 0.687
H 12.895 -1.127 1.526
H 11.909 0.232 2.075
H 12.572 -0.908 3.258
H 10.459 -1.544 1.126
H 10.128 -1.271 2.836
H 10.135 -3.657 2.437
H 11.518 -3.256 3.448
*
```

Summary:
structure (SMILES)	CC(C)CCOC[C@H](N)S(=O)(=O)C(F)(F)C(F)(F)C(F)(F)F.CCCC#N.CCCC#N.CCCC#N.CCCC#N.CCCC#N.CCCC#N.CCCC#N
E_LUMO	-1.18	eV
HOMO level	-10.00	eV
E_tot	-3247.5109	Ha

# 3
Formula: C38H68F6N9O23
Source: the Open Molecules 2025 dataset
Level of theory: ωB97M-V/def2-TZVPD

Structure (ORCA input):
```
! RIJCOSX wB97M-V def2-TZVPD def2/J DEFGRID3
* xyz 1 1
C -3.130 3.839 -0.783
C -4.561 3.146 -0.384
O -4.514 2.230 0.766
C -3.619 1.085 0.536
C -3.966 -0.093 -0.566
C -5.314 -0.139 -1.504
O -6.574 -0.321 -1.052
O -5.147 0.005 -2.966
C -2.872 -1.317 -0.737
C -1.512 -1.330 0.234
C -0.484 -2.609 -0.028
C 0.226 -2.459 -1.499
C 1.466 -1.374 -1.550
C 0.981 -0.040 -2.404
C 2.220 0.988 -2.781
C 1.959 2.533 -2.222
C 3.108 3.606 -2.705
C 4.654 3.139 -2.375
C 5.123 3.517 -0.820
C 6.737 3.319 -0.596
C 7.352 1.923 -1.205
O 6.500 0.738 -1.008
C 6.883 -0.033 0.187
N -1.245 -0.234 1.287
C -0.005 -0.305 2.191
C -0.552 -0.982 3.619
C -0.503 -2.622 3.618
C -1.320 -3.271 4.920
C 1.037 -3.184 3.682
C -2.218 0.941 1.439
C -1.976 2.193 2.520
O -2.844 2.207 3.561
C -0.798 3.317 2.265
F -1.527 4.577 1.858
F 0.000 2.858 1.103
C 0.073 3.712 3.596
F -0.333 5.076 4.035
F -0.180 2.811 4.776
C 1.699 3.734 3.383
F 2.288 2.415 3.000
F 2.288 4.049 4.739
C 2.255 4.898 2.372
O 1.669 5.335 1.254
O 3.583 5.494 2.716
H -3.034 3.831 -1.972
H -2.178 3.292 -0.378
H -3.116 4.948 -0.374
H -5.295 4.033 -0.069
H -5.069 2.635 -1.314
H -5.322 -0.936 -3.320
H -3.079 -2.174 -1.527
H 0.252 -2.810 0.860
H -1.195 -3.566 -0.081
H -0.587 -2.188 -2.329
H 0.681 -3.497 -1.850
H 2.383 -1.851 -2.125
H 1.842 -1.112 -0.464
H 0.533 -0.442 -3.430
H 0.143 0.544 -1.789
H 2.248 1.065 -3.952
H 3.266 0.576 -2.426
H 0.924 2.914 -2.649
H 1.866 2.540 -1.052
H 2.931 4.607 -2.080
H 3.053 3.891 -3.846
H 5.359 3.803 -3.072
H 4.882 2.023 -2.661
H 4.873 4.642 -0.548
H 4.502 2.830 -0.086
H 6.967 3.422 0.556
H 7.320 4.206 -1.139
H 8.438 1.716 -0.771
H 7.505 2.084 -2.368
H 7.206 -1.121 -0.119
H 7.692 0.487 0.867
H 5.904 -0.110 0.859
H 0.882 -0.905 1.713
H 0.415 0.747 2.491
H 0.156 -0.541 4.469
H -1.644 -0.601 3.819
H -1.110 -2.977 2.667
H -0.764 -3.097 5.936
H -1.436 -4.447 4.768
H -2.431 -2.838 4.918
H 1.398 -3.256 4.814
H 1.831 -2.493 3.141
H 1.053 -4.287 3.269
H 4.321 4.826 2.529
C 7.624 8.199 -2.351
N 7.443 6.752 -2.647
O 6.691 6.111 -1.903
O 8.061 6.300 -3.618
H 7.024 8.458 -1.476
H 8.685 8.365 -2.155
H 7.289 8.759 -3.227
C 10.047 3.118 -5.434
N 9.143 2.309 -4.573
O 7.939 2.315 -4.853
O 9.668 1.691 -3.639
H 9.453 3.605 -6.210
H 10.532 3.861 -4.797
H 10.777 2.438 -5.877
C 10.767 -1.406 -1.714
N 9.973 -2.455 -1.019
O 10.091 -3.617 -1.426
O 9.254 -2.083 -0.084
H 11.350 -1.874 -2.510
H 10.063 -0.680 -2.127
H 11.424 -0.946 -0.974
C -5.765 -1.592 4.541
N -5.817 -3.015 4.972
O -5.484 -3.870 4.143
O -6.190 -3.234 6.131
H -5.422 -1.549 3.506
H -6.774 -1.184 4.630
H -5.067 -1.073 5.201
C -8.354 -2.849 -2.195
N -7.825 -3.073 -3.568
O -8.651 -3.251 -4.471
O -6.595 -3.065 -3.699
H -9.445 -2.883 -2.228
H -7.962 -3.644 -1.557
H -8.008 -1.868 -1.865
C -7.783 -6.020 5.932
N -8.385 -7.360 6.169
O -8.578 -8.077 5.180
O -8.647 -7.653 7.341
H -7.606 -5.897 4.861
H -8.491 -5.272 6.294
H -6.843 -5.978 6.485
C -11.151 -8.041 3.114
N -11.453 -7.016 2.078
O -10.676 -6.059 1.985
O -12.461 -7.202 1.387
H -10.241 -7.751 3.644
H -12.001 -8.077 3.799
H -11.013 -8.995 2.603
C -4.817 -0.966 -6.278
N -4.288 -1.191 -7.651
O -5.113 -1.368 -8.554
O -3.058 -1.182 -7.782
H -5.908 -1.000 -6.310
H -4.425 -1.761 -5.640
H -4.471 0.015 -5.948
*
```

Summary:
E_LUMO	-5.45	eV
HOMO level	-10.81	eV
E_tot	-4309.3752	Ha

The highest E_LUMO belongs to which entry? C38H65F7N8O3S

Among the records above, which one has the lowest E_LUMO? C38H68F6N9O23

Which of these has the lowest E_LUMO? C38H68F6N9O23

Number 3 is which compound? C38H68F6N9O23